Formula: C19H21Br33NO3
Source: the Open Molecules 2025 dataset
Level of theory: the ωB97M-V functional and the def2-TZVPD basis

Structure (XYZ):
```
77
Properties=species:S:1:pos:R:3:mulliken_charge:R:1
C -3.786 4.858 1.091 -1.08
C -3.414 4.000 0.014 0.30
C -2.851 2.800 -0.988 0.31
C -1.317 2.390 -0.571 0.65
N -1.178 0.984 -0.025 -0.07
C -1.885 0.800 1.300 -0.45
C -2.716 -0.777 1.244 0.57
C -3.645 -1.032 -0.200 -0.35
O -4.277 -0.718 1.286 -0.53
C -0.427 2.439 -1.976 -0.27
O -0.879 1.921 -3.151 -0.67
O 0.923 3.067 -1.984 -0.72
H -3.836 5.525 2.069 0.35
H -2.994 3.107 -2.110 0.39
H -3.531 1.860 -0.771 -0.26
H -0.932 3.235 0.164 0.15
H -0.131 0.846 0.109 0.14
H -2.717 1.592 1.534 0.05
H -1.153 0.617 2.208 0.31
H -2.116 -1.765 1.732 -0.26
H -3.698 -2.168 -0.484 0.24
H -4.320 -0.167 -0.605 0.15
C 1.408 -1.582 -1.487 -0.12
Br -0.245 -2.584 -1.697 0.15
Br 2.737 -2.092 -2.813 -0.09
Br 1.095 0.338 -1.477 0.10
H 1.819 -1.844 -0.506 0.06
C 3.292 0.975 -5.378 -0.07
Br 4.888 1.058 -4.267 -0.03
Br 2.445 2.716 -5.559 0.06
Br 3.656 0.163 -7.107 -0.07
H 2.578 0.324 -4.863 0.07
C 1.004 -4.910 1.543 0.12
Br -0.294 -3.551 2.047 0.08
Br 0.392 -5.971 0.031 -0.05
Br 2.765 -4.148 1.227 0.02
H 1.099 -5.592 2.395 -0.08
C 4.105 -5.749 4.805 0.57
Br 2.451 -6.751 4.595 -0.03
Br 5.434 -6.259 3.479 0.06
Br 3.792 -3.829 4.815 0.00
H 4.516 -6.011 5.786 -0.55
C 5.764 -7.493 8.630 -0.36
Br 7.360 -7.410 9.741 -0.03
Br 4.917 -5.752 8.449 -0.05
Br 6.128 -8.306 6.901 0.02
H 5.050 -8.144 9.145 0.39
C -4.428 8.577 -0.458 -0.36
Br -3.372 10.079 -1.102 -0.06
Br -5.555 7.831 -1.857 -0.04
Br -3.317 7.217 0.378 0.08
H -5.096 8.965 0.318 0.38
C 1.199 6.798 -3.100 -0.09
Br 0.641 6.834 -4.963 0.06
Br 2.916 7.677 -2.842 -0.05
Br -0.168 7.521 -1.920 0.05
H 1.334 5.746 -2.826 0.05
C -4.496 3.108 4.943 -0.43
Br -6.169 2.386 4.261 -0.02
Br -3.438 1.751 5.849 -0.04
Br -3.478 4.012 3.554 0.08
H -4.756 3.864 5.692 0.39
C -0.611 8.143 -8.812 -0.35
Br -2.072 7.071 -8.104 0.00
Br -0.436 9.838 -7.873 -0.01
Br 1.064 7.155 -8.842 -0.01
H -0.862 8.379 -9.852 0.35
C -3.748 -4.430 -2.841 -0.40
Br -5.574 -4.621 -2.199 -0.04
Br -3.322 -2.582 -3.274 -0.05
Br -2.461 -5.198 -1.601 0.02
H -3.675 -5.001 -3.773 0.40
C 6.537 -10.517 2.505 -0.32
Br 4.689 -10.639 3.100 0.00
Br 6.885 -8.854 1.557 -0.02
Br 7.789 -10.791 3.969 -0.03
H 6.698 -11.332 1.791 0.34
```

Values from the calculation:
LUMO, eV: 0.55
HOMO level, hartree: -0.19639
Total charge: -1



Formula: C10H11O3P
Source: the Open Molecules 2025 dataset
Level of theory: the ωB97M-V functional and the def2-TZVPD basis

Structure (XYZ):
```
25
Properties=species:S:1:pos:R:3:nbo_charge:R:1
C 2.136 -3.363 0.452 -0.54
C 2.079 -2.052 0.079 -0.12
C 1.100 -1.410 -0.749 -0.49
C 0.618 -0.118 0.296 -0.59
C -0.733 0.476 0.119 0.05
C -1.395 0.993 1.220 -0.23
C -2.655 1.517 1.075 -0.20
C -3.243 1.767 -0.157 -0.32
C -2.467 1.311 -1.245 -0.21
C -1.335 0.550 -1.169 -0.24
P 1.830 1.454 -0.005 2.41
O 3.091 0.863 0.523 -1.25
O 1.644 1.781 -1.451 -1.23
O 1.193 2.389 1.053 -1.25
H 2.900 -3.963 0.999 0.17
H 1.383 -4.113 0.082 0.15
H 2.864 -1.326 0.278 0.27
H 1.634 -0.808 -1.525 0.27
H 0.238 -2.094 -1.036 0.17
H 0.948 -0.395 1.352 0.22
H -0.849 1.026 2.198 0.23
H -3.341 1.743 1.990 0.16
H -4.188 2.205 -0.241 0.18
H -2.742 1.441 -2.220 0.17
H -0.709 0.129 -1.917 0.22
```

Values from the calculation:
LUMO, eV: 5.94
HOMO level, hartree: 0.00322
Relative energy (zero: lowest compared OMol25 entry of this formula, charge and spin), eV: 0.000
Total charge: -2
SMILES: C=CC[C@H](c1ccccc1)P(=O)([O-])[O-]



Formula: C37H45GeN6PRuS2
Source: the Open Molecules 2025 dataset
Level of theory: the ωB97M-V functional and the def2-TZVPD basis

Structure (XYZ):
```
93
Properties=species:S:1:pos:R:3:lowdin_spin:R:1
Ru 0.247 0.176 0.222 0.44
S -0.243 0.585 2.234 -0.03
C -0.346 2.258 2.430 -0.02
C -0.605 2.775 3.740 0.00
N -0.810 3.154 4.805 -0.01
C -0.244 3.051 1.304 -0.01
S -0.018 2.298 -0.184 -0.04
C -0.412 4.472 1.353 0.00
N -0.537 5.614 1.383 0.00
N 2.137 0.262 0.230 0.37
P 3.006 -0.751 1.161 0.05
N 2.897 -0.250 2.723 0.02
C 3.294 1.116 3.112 0.00
C 4.677 1.137 3.753 0.00
C 4.738 0.170 4.935 0.00
C 4.276 -1.227 4.524 0.00
C 2.897 -1.153 3.880 0.00
N 2.375 -2.272 1.081 0.00
C 1.190 -2.438 0.246 0.00
C 0.583 -3.823 0.415 0.00
C 1.580 -4.925 0.037 0.00
C 3.011 -4.576 0.487 0.00
C 2.985 -3.519 1.580 0.00
N 4.560 -0.749 0.597 0.02
C 5.006 -1.816 -0.333 0.00
C 6.357 -1.472 -0.938 0.00
C 6.310 -0.182 -1.771 0.00
C 5.261 0.782 -1.204 0.00
C 5.152 0.586 0.299 0.00
H 2.549 1.466 3.837 0.00
H 3.224 1.776 2.248 0.00
H 4.909 2.153 4.076 0.00
H 5.424 0.851 3.008 0.00
H 4.086 0.538 5.735 0.00
H 5.748 0.134 5.344 0.00
H 4.244 -1.895 5.388 0.00
H 4.985 -1.653 3.805 0.00
H 2.179 -0.740 4.599 0.00
H 2.521 -2.129 3.587 0.00
H 1.404 -2.234 -0.808 0.00
H 0.358 -1.759 0.590 0.00
H -0.317 -3.887 -0.199 0.00
H 0.258 -3.936 1.452 0.00
H 1.559 -5.088 -1.041 0.00
H 1.253 -5.857 0.497 0.00
H 3.588 -4.197 -0.357 0.00
H 3.529 -5.463 0.851 0.00
H 3.982 -3.289 1.956 0.00
H 2.412 -3.893 2.435 0.00
H 4.274 -1.962 -1.138 0.00
H 5.090 -2.754 0.211 0.00
H 6.678 -2.317 -1.548 0.00
H 7.088 -1.382 -0.131 0.00
H 6.093 -0.408 -2.815 0.00
H 7.294 0.288 -1.751 0.00
H 4.276 0.592 -1.638 0.00
H 5.511 1.818 -1.433 0.00
H 4.536 1.359 0.747 0.00
H 6.139 0.642 0.766 0.00
C -3.642 -4.175 1.812 0.00
C -3.001 -3.289 2.669 0.00
C -2.602 -2.045 2.203 0.00
C -2.847 -1.660 0.883 0.01
C -3.484 -2.565 0.032 0.01
C -3.880 -3.813 0.495 0.00
Ge -2.413 0.104 0.197 0.07
C -2.655 0.101 -1.724 0.03
C -3.713 0.791 -2.313 0.01
C -3.925 0.705 -3.683 0.00
C -3.081 -0.058 -4.476 0.01
C -2.020 -0.747 -3.901 0.00
C -1.814 -0.666 -2.533 0.02
C -3.342 1.538 1.094 0.00
C -3.412 2.815 0.532 0.00
C -4.058 3.849 1.193 0.00
C -4.636 3.620 2.434 0.00
C -4.579 2.356 3.004 0.00
C -3.937 1.322 2.338 0.00
H -3.958 -5.145 2.174 0.00
H -2.813 -3.567 3.698 0.00
H -2.092 -1.376 2.888 0.00
H -3.683 -2.300 -1.000 0.00
H -4.379 -4.501 -0.175 0.00
H -4.385 1.388 -1.709 0.00
H -4.754 1.237 -4.131 0.00
H -3.251 -0.120 -5.542 0.00
H -1.363 -1.346 -4.518 0.00
H -0.992 -1.227 -2.092 0.01
H -2.954 3.015 -0.431 0.00
H -4.096 4.834 0.748 0.00
H -5.129 4.428 2.958 0.00
H -5.034 2.175 3.969 0.00
H -3.911 0.341 2.798 0.00
```

Values from the calculation:
LUMO (spin up / spin down), eV: -4.81 / -4.85
HOMO level (spin up / spin down), hartree: -0.39824 / -0.41007
Total charge: +1
Multiplicity: 2



Formula: CHCl2NO2
Source: the Open Molecules 2025 dataset
Level of theory: the ωB97M-V functional and the def2-TZVPD basis

Structure (XYZ):
```
7
Properties=species:S:1:pos:R:3:nbo_charge:R:1
C 0.302 -0.169 -1.260 0.66
N -0.823 0.571 1.189 -0.25
O 0.881 -0.449 -2.289 -0.58
O -0.203 0.798 -0.675 -0.43
Cl 0.487 1.334 2.076 0.19
Cl -0.905 -1.033 1.331 0.38
H 0.261 -1.052 -0.372 0.02
```

Values from the calculation:
LUMO (spin up / spin down), eV: -2.76 / -2.67
HOMO level (spin up / spin down), hartree: -0.36482 / -0.36617
Relative energy (zero: lowest compared OMol25 entry of this formula, charge and spin), eV: 4.683
Total charge: 0



Formula: C28H43AlFO25S
Source: the Open Molecules 2025 dataset
Level of theory: the ωB97M-V functional and the def2-TZVPD basis

Structure (XYZ):
```
99
Properties=species:S:1:pos:R:3:mulliken_charge:R:1
C 2.917 -2.555 -1.249 0.11
O 1.837 -2.469 -0.254 -0.39
C 1.386 -1.093 -0.022 -0.14
C 0.538 -0.401 -1.232 0.53
C -0.146 -1.417 -2.310 -0.46
Al -2.195 -1.199 -2.520 -0.15
C -3.103 -2.968 -2.013 -0.38
C -3.635 -3.062 -0.466 0.35
O -3.015 -2.590 0.619 -0.36
F -4.928 -3.799 -0.242 -0.33
S -3.058 0.661 -1.518 0.86
C -3.068 0.633 0.354 -0.42
O -2.131 1.864 -1.941 -0.72
O -4.480 1.040 -2.080 -0.65
H 3.193 -1.505 -1.685 -0.01
H 2.560 -3.312 -2.088 0.24
H 3.828 -3.093 -0.699 -0.14
H 0.787 -0.954 0.994 0.21
H 2.375 -0.438 0.116 0.02
H 1.256 0.344 -1.805 -0.24
H -0.308 0.255 -0.734 -0.10
H 0.038 -2.558 -2.130 0.13
H 0.352 -1.173 -3.367 0.24
H -2.442 -1.012 -4.103 -0.29
H -2.291 -3.830 -2.161 0.23
H -3.974 -3.189 -2.764 0.29
H -4.111 0.195 0.699 0.29
H -2.860 1.703 0.838 0.21
H -2.181 -0.077 0.702 0.08
C 3.986 1.809 -2.497 -0.34
C 5.470 1.983 -2.472 -0.38
O 5.854 1.326 -1.279 -0.35
C 4.876 0.418 -0.993 0.51
O 4.962 -0.438 -0.129 -0.49
O 3.790 0.592 -1.801 -0.20
H 3.593 1.741 -3.515 0.33
H 3.462 2.609 -1.966 0.26
H 5.963 1.495 -3.319 0.25
H 5.765 3.036 -2.447 0.32
C -2.016 4.664 -0.256 0.39
C -1.916 5.736 -1.292 -0.26
O -1.204 6.763 -0.630 -0.35
C -0.491 6.170 0.372 0.65
O 0.364 6.733 1.036 -0.62
O -0.858 4.865 0.533 -0.30
H -2.017 3.661 -0.693 -0.25
H -2.901 4.777 0.379 0.21
H -1.343 5.417 -2.170 0.29
H -2.897 6.092 -1.619 0.25
C -2.016 -3.883 4.256 0.45
C -1.916 -2.811 3.220 -0.04
O -1.204 -1.784 3.883 -0.35
C -0.491 -2.377 4.884 0.62
O 0.364 -1.814 5.548 -0.60
O -0.858 -3.682 5.045 -0.33
H -2.017 -4.886 3.819 -0.33
H -2.901 -3.770 4.891 0.22
H -1.343 -3.129 2.343 0.18
H -2.897 -2.455 2.894 0.27
C -5.488 3.821 -4.609 -0.16
C -4.824 2.483 -4.648 0.02
O -4.926 2.109 -6.009 -0.32
C -5.061 3.262 -6.729 0.61
O -5.005 3.325 -7.946 -0.59
O -5.264 4.334 -5.909 -0.33
H -5.053 4.480 -3.852 0.15
H -6.568 3.748 -4.439 0.27
H -3.765 2.534 -4.374 0.09
H -5.323 1.752 -4.007 0.23
C 0.148 9.191 2.727 -0.09
C 1.396 9.881 3.173 -0.29
O 0.915 11.069 3.772 -0.31
C -0.372 10.826 4.156 0.63
O -1.035 11.574 4.856 -0.57
O -0.821 9.637 3.657 -0.31
H 0.241 8.102 2.756 0.23
H -0.161 9.495 1.721 0.18
H 1.947 9.304 3.923 0.27
H 2.065 10.111 2.339 0.27
C -0.618 -8.936 2.595 -0.32
C -1.517 -9.260 3.744 -0.30
O -2.134 -8.020 4.035 -0.30
C -2.077 -7.272 2.894 0.66
O -2.663 -6.213 2.735 -0.64
O -1.282 -7.862 1.955 -0.28
H -0.496 -9.780 1.911 0.28
H 0.371 -8.596 2.921 0.27
H -2.292 -9.986 3.476 0.28
H -0.966 -9.632 4.612 0.28
C 7.757 -4.254 0.855 -0.29
C 6.906 -5.374 1.361 -0.30
O 5.853 -5.434 0.417 -0.31
C 6.325 -4.883 -0.739 0.70
O 5.741 -4.923 -1.809 -0.55
O 7.534 -4.282 -0.542 -0.31
H 8.816 -4.401 1.082 0.28
H 7.441 -3.280 1.244 0.25
H 7.435 -6.333 1.362 0.26
H 6.517 -5.180 2.364 0.30
```

Values from the calculation:
LUMO, eV: 1.75
HOMO level, hartree: -0.22117
Total charge: -1